(1)
Molecular formula: C7H8ClNO3
Method: DFT, wB97M-V/def2-TZVPD

Geometry (Å):
C -0.2282 1.2485 -1.2496
C 0.7188 1.8977 -0.5450
C -0.3255 -0.1676 -1.3488
C 1.7122 1.2215 0.3563
C 0.9178 0.4834 1.3045
C -1.0288 -0.8921 -0.2880
C -0.7142 -2.2767 -0.0906
N -1.8256 -0.2520 0.6415
O -2.2196 0.9023 0.3655
O 0.2388 -0.7403 -2.2807
O -1.9852 -0.8261 1.7025
Cl 1.6136 -0.8634 2.0303
H -0.7902 1.9286 -1.8737
H 0.8438 2.9452 -0.7234
H 2.2453 0.4756 -0.1938
H 2.6380 1.9115 0.6281
H 0.0312 0.9058 1.7019
H -0.7619 -2.8159 -1.0409
H -1.4161 -2.7847 0.7281
H 0.3359 -2.3015 0.1756

Atoms 1-6, force components in eV/Å:
1.5 3.7 0.6
-0.1 -0.5 -1.0
-0.4 -1.3 -0.7
1.4 1.4 -0.9
0.5 -0.5 0.5
1.3 -0.1 -0.9

Summary:
- HOMO level (alpha / beta) (eV) = -8.549 / -9.571
- largest force on an atom (eV Å⁻¹) = 4.03
- orbital gap (alpha / beta) (eV) = 6.1 / 8.6
- LUMO level (alpha / beta) (hartree) = -0.0910 / -0.0358

(2)
Molecular formula: C7H8ClNO4S
Method: DFT, wB97M-V/def2-TZVPD

Geometry (Å):
C 2.7279 -0.8556 0.0448
C 2.3238 -0.0041 -1.0219
C 1.8126 -0.9707 1.0780
C 1.2579 0.8591 -0.8582
C 0.5804 -0.3104 1.0723
C 0.3584 0.6144 0.1006
C -3.1850 0.4252 -0.4225
N -2.0492 1.1260 -0.7255
O -0.5383 3.0191 0.2508
O -1.6276 1.3751 1.8528
O -2.9880 -0.4047 0.6553
O -3.9546 0.0423 -1.3721
S -1.0004 1.7095 0.5459
Cl -4.4511 2.1496 0.4818
H 3.6889 -1.3202 0.0430
H 3.1956 0.1674 -1.7748
H 1.8712 -1.7502 1.8408
H 1.0828 1.8025 -1.3384
H -0.0263 -0.4247 1.9343
H -2.3505 1.9003 -1.3766
H -2.4521 0.0840 1.3973
H -4.7670 -0.3204 -0.9548

Atoms 1-6, force components in eV/Å:
-2.1 1.1 -0.9
3.9 0.5 0.0
-0.8 -1.6 0.4
0.4 0.7 -1.7
1.9 -0.9 0.3
-2.0 0.1 3.5

Summary:
- HOMO level (eV) = -9.392
- largest force on an atom (eV Å⁻¹) = 5.13
- orbital gap (eV) = 9.5
- LUMO level (hartree) = 0.0046

(3)
Molecular formula: C7H8CrN2O8S
Method: DFT, wB97M-V/def2-TZVPD

Geometry (Å):
Cr -0.7219 -1.7643 0.9583
O -0.3633 0.5221 4.1339
C -0.3968 -0.3889 3.3179
O -1.3452 -1.0511 2.7294
C 1.1571 -0.9512 2.8009
O 2.1406 -0.5783 3.4346
O 1.0213 -1.8259 1.9088
O -1.1952 -2.3649 -2.4477
S -1.2762 -3.1412 -1.2235
O -1.7209 -4.5302 -1.3314
O 0.1528 -3.0284 -0.4859
O -2.1837 -2.3997 -0.1320
C 1.8183 1.0963 -2.8405
C 0.9557 1.0531 -1.6440
C 0.5900 2.1081 -0.8063
C -0.3482 1.5972 0.1138
N -0.5222 0.2860 -0.1149
N 0.2073 -0.0062 -1.2623
C -1.0599 2.3354 1.1006
H 1.3566 1.6970 -3.6611
H 1.9054 0.0605 -3.2126
H 2.8567 1.3372 -2.5766
H 0.6977 3.1769 -0.9899
H 0.0199 -0.8912 -1.8359
H -1.7959 3.0269 0.5478
H -0.4048 2.9940 1.6795
H -1.5453 1.6307 1.8388

Atoms 1-6, force components in eV/Å:
1.6 -0.9 0.8
-1.4 -0.3 -0.1
2.7 -0.8 -1.1
-0.2 1.5 1.2
-2.0 0.9 2.2
0.0 -0.2 -0.7

Summary:
- net charge = -2
- HOMO level (alpha / beta) (eV) = -0.279 / -1.336
- 2S+1 = 5
- <S²> = 6.010
- largest force on an atom (eV Å⁻¹) = 4.51
- orbital gap (alpha / beta) (eV) = 5.3 / 6.3
- LUMO level (alpha / beta) (hartree) = 0.1838 / 0.1837

(4)
Molecular formula: C7H8F2O2
Method: DFT, wB97M-V/def2-TZVPD

Geometry (Å):
C 2.6225 -1.0677 -0.3167
C 1.6260 -0.8792 0.5871
C 2.1878 -0.4763 -1.4790
C 0.6872 -0.0013 -0.0105
C -1.2011 1.7017 0.0636
C -2.0192 -0.8651 -0.1500
C -0.4602 0.4797 0.5986
O 1.0867 0.2214 -1.2831
O -0.7214 0.2721 1.9752
F -1.8878 -0.9609 -1.5217
F -3.2904 -0.3864 0.1278
H 3.5262 -1.7633 -0.1768
H 1.7139 -1.3523 1.5050
H 2.8113 -0.1192 -2.2925
H -2.3668 1.6040 0.1322
H -0.9060 1.7718 -1.0524
H -0.7833 2.5639 0.6472
H -1.7337 -1.8759 0.3301
H -0.8917 1.1331 2.3159

Atoms 1-6, force components in eV/Å:
1.7 -2.3 -0.6
0.7 -0.1 -0.2
3.1 0.3 -1.1
-1.9 -0.2 3.0
-0.4 -0.6 -1.5
-2.1 -2.4 -1.2

Summary:
- HOMO level (alpha / beta) (eV) = -5.604 / -9.143
- 2S+1 = 3
- <S²> = 2.024
- largest force on an atom (eV Å⁻¹) = 3.56
- orbital gap (alpha / beta) (eV) = 6.4 / 7.6
- LUMO level (alpha / beta) (hartree) = 0.0309 / -0.0576

(5)
Molecular formula: C7H8F3NO3S2
Method: DFT, wB97M-V/def2-TZVPD

Geometry (Å):
C 1.1182 1.7086 1.5330
C 0.8493 0.9440 0.2100
C -0.6460 1.0265 -0.1817
C -1.3511 -0.3095 -0.4785
N -2.8086 -0.0719 -0.3153
C -3.3929 -0.0003 -1.3816
S -4.0349 0.2966 -2.7977
S -0.9159 -1.5765 0.7679
O -1.0835 -2.9011 0.2205
O -1.7584 -1.3523 1.9206
O 0.6125 -1.2973 1.2570
C 1.4020 -0.4739 0.3988
C 1.7779 -1.1717 -0.9406
F 1.5611 -2.4670 -0.9171
F 3.1015 -1.0266 -1.1242
F 1.2039 -0.6175 -2.0023
H 2.2027 1.8536 1.5952
H 0.8212 1.1072 2.3946
H 0.6451 2.6896 1.5417
H 1.4636 1.4343 -0.5491
H -1.2313 1.5859 0.5495
H -0.7012 1.6129 -1.1052
H -1.2015 -0.6537 -1.5015
H 2.3595 -0.3678 0.9114

Atoms 1-6, force components in eV/Å:
0.5 -0.4 -0.5
-0.1 0.3 1.0
0.4 0.0 -0.7
-0.2 1.0 0.6
0.3 -0.6 -0.9
-0.3 0.8 -0.6

Summary:
- structure (SMILES) = C[C@@H]1C[C@H](N=C=S)S(=O)(=O)O[C@H]1C(F)(F)F
- HOMO level (eV) = -9.969
- largest force on an atom (eV Å⁻¹) = 3.95
- orbital gap (eV) = 9.7
- LUMO level (hartree) = -0.0085

(6)
Molecular formula: C7H8F4N2
Method: DFT, wB97M-V/def2-TZVPD

Geometry (Å):
C 1.8406 -1.4040 -1.4787
C -0.7710 0.3836 0.8622
C -2.6595 -0.9164 -1.5750
C -2.0093 -0.1460 0.8649
C -0.6183 1.8763 0.6635
C 2.2431 -0.2532 -0.7161
C 1.6859 -0.2270 0.7782
N 1.6089 -2.3408 -2.0799
N 0.3188 -0.4545 0.9833
F -2.5665 0.3182 -2.0673
F -1.6726 -1.5500 -2.0384
F -2.2447 -1.3927 1.2286
F -3.0890 0.5705 0.8824
H 0.1219 2.3599 1.4131
H -1.6303 2.2443 0.8350
H -0.3505 2.1912 -0.3600
H 2.1678 0.6720 -1.2939
H 3.3612 -0.3212 -0.7726
H 2.3688 -0.9866 1.3569
H 1.8321 0.7808 1.1299
H 0.0628 -1.4043 1.3840

Atoms 1-6, force components in eV/Å:
-0.1 0.8 0.3
-0.1 0.4 -0.8
-1.2 1.1 0.4
2.0 0.3 0.6
0.5 0.3 0.8
1.4 0.4 0.4

Summary:
- HOMO level (eV) = -8.017
- largest force on an atom (eV Å⁻¹) = 4.26
- orbital gap (eV) = 8.4
- LUMO level (hartree) = 0.0152

(7)
Molecular formula: C7H8FOPS
Method: DFT, wB97M-V/def2-TZVPD

Geometry (Å):
C -2.6985 -1.2077 -0.4297
C -2.0519 -0.5155 -1.3671
C -1.9880 -1.7774 0.6059
C -0.7177 -0.3536 -1.3720
C -0.5563 -1.5795 0.6916
C 0.0425 -0.8994 -0.3675
C 2.8261 1.7639 0.2989
O 1.9172 1.2753 -0.5433
F 2.0172 -1.2427 -1.9990
P 1.8311 -0.8981 -0.4561
S 3.0768 -1.6237 0.7868
H -3.7283 -1.2233 -0.4014
H -2.5561 -0.0447 -2.2255
H -2.5547 -2.0717 1.5446
H -0.3794 0.4014 -1.9992
H 0.1206 -1.9723 1.4492
H 3.8818 1.1507 0.3232
H 2.3930 1.9216 1.3524
H 3.0716 2.9242 0.0192

Atoms 1-6, force components in eV/Å:
0.7 -1.3 2.0
-0.6 1.4 -3.2
1.3 0.7 2.8
0.5 0.3 0.7
-1.5 -0.6 -1.1
0.8 -1.2 1.2

Summary:
- HOMO level (eV) = -9.245
- largest force on an atom (eV Å⁻¹) = 5.02
- orbital gap (eV) = 9.0
- LUMO level (hartree) = -0.0088

(8)
Molecular formula: C7H8IOP
Method: DFT, wB97M-V/def2-TZVPD

Geometry (Å):
C -0.9116 1.8838 -2.3583
C 0.4278 2.0020 -2.0292
C -1.5737 0.8832 -1.6350
C 1.0309 1.3228 -1.0387
C -0.9827 0.1766 -0.6385
C 0.3792 0.3144 -0.2860
C 0.7209 -2.7450 2.3548
O 0.8808 -0.3946 0.6164
P -0.7401 -1.6170 2.3888
I 0.0112 -0.0137 3.9740
H -1.2718 2.4982 -3.1653
H 1.1647 2.6608 -2.6255
H -2.5723 0.6765 -1.6012
H 2.1921 1.5005 -0.9939
H -1.6957 -0.2821 -0.0156
H 1.0049 -3.0144 3.3247
H 1.5919 -2.2997 1.9924
H 0.3436 -3.5523 1.7361

Atoms 1-6, force components in eV/Å:
0.4 -0.8 0.0
1.0 2.0 -2.3
1.5 1.6 -0.4
3.9 -0.9 1.2
1.0 0.7 -0.2
-1.8 1.3 -1.6

Summary:
- HOMO level (alpha / beta) (eV) = -7.249 / -7.246
- largest force on an atom (eV Å⁻¹) = 4.19
- orbital gap (alpha / beta) (eV) = 4.7 / 4.7
- LUMO level (alpha / beta) (hartree) = -0.0928 / -0.0930

(9)
Molecular formula: C7H8N2
Method: DFT, wB97M-V/def2-TZVPD

Geometry (Å):
N -2.7417 -1.2633 -0.7990
C -1.9455 -0.6024 -0.2251
C -1.1076 0.2152 0.4165
C 0.0068 -0.6254 1.1965
C 0.7186 -1.1148 -0.0598
C 1.9897 -0.3484 -0.6058
N 0.6862 -0.0844 -1.1327
C 0.0412 0.9285 -0.3564
C -1.1924 1.5228 -0.2399
H 0.5582 0.2953 1.6450
H -0.3799 -1.4678 1.9356
H 0.6430 -2.0784 -0.4564
H 2.6560 -0.8712 -1.1987
H 2.4090 0.2447 0.2330
H 0.7824 1.2696 0.4688
H -1.9148 1.5467 -1.1619
H -1.2094 2.4333 0.3403

Atoms 1-6, force components in eV/Å:
2.2 1.7 1.8
-4.9 -4.9 -4.2
2.2 -0.1 3.2
-0.9 1.1 1.9
3.2 0.6 -1.0
-1.6 -0.4 3.4

Summary:
- structure (SMILES) = N#C[C@@]12C[C@@H]3CN3[C@H]1C2
- HOMO level (eV) = -8.626
- largest force on an atom (eV Å⁻¹) = 8.09
- orbital gap (eV) = 9.4
- LUMO level (hartree) = 0.0278

(10)
Molecular formula: C7H8N2
Method: DFT, wB97M-V/def2-TZVPD

Geometry (Å):
C 0.9387 1.8109 -1.5362
C 0.5201 0.8868 -0.4239
C -0.6892 1.0944 0.0311
C -1.2921 0.3188 1.1605
C -0.9292 -0.9951 1.4508
N 0.0747 -1.5164 0.6733
C 0.6422 -2.5721 1.0432
C 0.0527 -3.3441 2.1339
N -0.5034 -3.8514 3.0144
H 1.1197 2.8053 -1.1925
H 0.1548 1.7163 -2.1994
H 1.8030 1.3632 -1.8202
H 1.2504 0.1938 -0.0278
H -1.0641 1.9571 -0.3667
H -2.1026 0.6413 1.8277
H -1.4315 -1.5685 2.2799
H 1.4384 -2.9992 0.4084

Atoms 1-6, force components in eV/Å:
-0.4 -0.7 2.6
1.3 0.9 -0.1
-0.3 -2.6 3.3
0.1 -2.1 0.2
-1.5 2.8 -0.2
-0.1 0.1 0.3

Summary:
- structure (SMILES) = C/C=C/C=C\N=C/C#N
- HOMO level (eV) = -8.649
- largest force on an atom (eV Å⁻¹) = 4.25
- orbital gap (eV) = 8.2
- LUMO level (hartree) = -0.0181

(11)
Molecular formula: C7H8N2O
Method: DFT, wB97M-V/def2-TZVPD

Geometry (Å):
H 2.7451 -0.5602 -1.7233
N 2.3068 0.1283 -1.1443
C 1.1572 0.0140 -0.6467
C 0.6334 1.2567 0.0735
C -0.5947 1.1148 0.5605
C -1.0799 2.2885 1.3934
C -1.3300 -0.0859 0.4871
C -0.8302 -1.2261 0.0008
N 0.3775 -1.4096 -0.6524
C 0.8599 -2.7606 -1.0506
O 1.9648 -3.0709 -1.4615
H 1.4023 1.9584 0.0129
H -0.2572 2.5626 1.9354
H -2.0051 2.0468 1.9110
H -1.3377 3.2621 0.8342
H -2.4078 -0.1401 0.7197
H -1.5840 -2.0454 -0.0284
H -0.0205 -3.3334 -1.2213

Atoms 1-6, force components in eV/Å:
-0.2 -0.9 0.2
-0.3 0.9 -0.3
1.4 -1.7 -0.2
-0.7 -5.4 -1.9
0.2 3.2 1.1
-2.7 0.7 -2.6

Summary:
- structure (SMILES) = [H]/N=c1/cc(C)ccn1C=O
- HOMO level (eV) = -8.224
- largest force on an atom (eV Å⁻¹) = 5.79
- orbital gap (eV) = 8.4
- LUMO level (hartree) = 0.0061

(12)
Molecular formula: C7H8N2O
Method: DFT, wB97M-V/def2-TZVPD

Geometry (Å):
C -3.3496 -0.5346 -0.0098
C -2.0834 0.2622 -0.0623
O -2.0366 1.3896 0.1237
N -0.9240 -0.5640 -0.0051
C 0.3530 -0.2245 -0.0484
C 0.8104 1.0841 0.0236
C 2.1988 1.3044 -0.0856
C 3.0856 0.2611 0.0317
C 2.5250 -1.0274 0.0352
N 1.2298 -1.2265 0.0479
H -3.5135 -1.4258 -0.9129
H -3.6587 -0.9603 1.1505
H -4.0700 0.2298 -0.1370
H -1.0280 -1.4975 -0.2292
H 0.1367 2.0870 -0.1436
H 2.7185 2.2864 -0.0599
H 4.2228 0.4850 0.0855
H 3.3832 -1.9290 0.1959

Atoms 1-6, force components in eV/Å:
-1.8 -3.5 0.3
1.5 -7.0 1.1
-0.1 6.2 0.3
-3.0 1.0 -0.6
3.3 2.0 1.2
-0.3 4.1 -2.1

Summary:
- structure (SMILES) = CC(=O)Nc1ccccn1
- HOMO level (eV) = -8.640
- largest force on an atom (eV Å⁻¹) = 7.20
- orbital gap (eV) = 9.4
- LUMO level (hartree) = 0.0273

- Among the records above, which one has the lowest largest force on an atom?
  C7H8F2O2

- Which of these has the highest largest force on an atom?
  number 9